{
  "formula": "C4H12FO4Sr2",
  "method": "wB97M-V/def2-TZVPD",
  "elements": ["Sr", "Sr", "F", "C", "C", "O", "O", "H", "H", "H", "H", "H", "H", "C", "C", "O", "O", "H", "H", "H", "H", "H", "H"],
  "positions_angstrom": [[21.13688, -13.74094, -11.37151], [22.51938, -14.75228, -7.34549], [22.64153, -13.15971, -9.38147], [25.26517, -10.47581, -9.35350], [26.27445, -11.56884, -9.02245], [26.82297, -11.39855, -7.73228], [24.04791, -10.63838, -8.61418], [25.03634, -10.56484, -10.43000], [25.71632, -9.49179, -9.26511], [27.09751, -11.44999, -9.72989], [25.80565, -12.55664, -9.14865], [26.19548, -11.69010, -7.06681], [23.63679, -11.43952, -8.95369], [19.22080, -13.15091, -6.59958], [19.09266, -14.58119, -6.08880], [20.36245, -15.01626, -5.53332], [20.53086, -12.99250, -7.27510], [19.20841, -12.41770, -5.79741], [18.45447, -12.98152, -7.35278], [18.76115, -15.27815, -6.85884], [18.38949, -14.55802, -5.25727], [20.17166, -15.67420, -4.84878], [20.36464, -12.37590, -7.99464]],
  "atomic_forces_ev_per_a": [[1.0, 0.9, 0.3], [-0.5, 1.4, 0.8], [-1.5, -1.8, -0.7], [-0.1, -1.0, -1.1], [0.1, 1.1, 0.2], [0.1, -0.4, -0.2], [0.1, 0.2, 0.3], [0.0, 0.0, 0.1], [-0.3, 0.1, 0.7], [0.0, -0.3, 0.1], [0.1, -0.1, -0.1], [-0.1, 0.2, 0.1], [0.1, 0.1, 0.0], [0.7, -0.5, 0.0], [0.2, 0.5, 0.7], [0.4, -0.1, -0.9], [-0.3, -1.0, -0.5], [-0.2, 0.0, 0.0], [-0.2, 0.2, 0.3], [0.0, 0.0, 0.0], [-0.4, -0.1, -0.3], [0.2, 0.1, 0.0], [0.5, 0.4, 0.2]],
  "total_charge": 3,
  "mol_weight_g_mol": 318.37,
  "homo_lumo_gap_ha": 0.1433,
  "e_lumo_ev": -12.83,
  "e_tot_ev": -16894.4532,
  "relative_energy_ev": 0.487,
  "homo_ev": -16.7,
  "multiplicity": 1
}